1.
{
  "formula": "C9H8Cl3NO2",
  "method": "ωB97M-V/def2-TZVPD",
  "species": ["C", "C", "C", "C", "C", "C", "C", "C", "C", "N", "O", "O", "Cl", "Cl", "Cl", "H", "H", "H", "H", "H", "H", "H", "H"],
  "positions_angstrom": [[1.14424, 1.85881, 1.69999], [1.84599, 1.08101, 0.84955], [-0.19748, 1.51036, 1.93862], [1.31392, -0.06060, 0.24758], [-0.73805, 0.39505, 1.31959], [0.00138, -0.43602, 0.45201], [0.16862, -1.82783, -1.67408], [-0.63190, -1.66916, -0.22872], [-0.60201, -2.87817, 0.55710], [-0.52683, -1.54298, -2.77167], [1.31186, -2.23833, -1.76893], [-1.92985, -1.31047, -0.62650], [-1.58168, -2.49262, 2.07176], [1.00198, -3.39513, 1.18961], [-1.33665, -4.19739, -0.30705], [1.57631, 2.52981, 2.52892], [2.94152, 1.18934, 0.74441], [-0.84312, 1.90121, 2.73085], [2.08803, -0.74511, -0.19148], [-1.72010, -0.00923, 1.61131], [-1.40293, -1.11452, -2.65138], [-0.10621, -1.34310, -3.60910], [-2.19066, -0.55941, -0.00340]],
  "forces_ev_per_angstrom": [[-1.3, 1.2, 3.3], [2.1, -0.8, -0.6], [-0.5, -0.9, 0.1], [1.5, -0.8, -0.1], [-0.4, -0.9, -0.5], [0.5, 0.5, 0.2], [1.3, -1.4, 0.9], [1.7, 3.6, -3.6], [0.0, -2.1, 2.7], [-2.0, 0.2, 1.8], [-0.3, 0.2, 0.8], [-1.0, 1.2, 1.6], [0.0, -0.7, -0.3], [-0.5, 0.4, -0.6], [-0.2, -0.4, -0.1], [-0.2, -0.6, -2.1], [-0.8, 0.2, 0.1], [0.6, 0.5, -0.3], [-1.3, 0.7, -0.1], [0.3, 0.8, 0.1], [-1.2, 0.4, 0.2], [1.7, 0.1, -2.0], [0.1, -1.5, -1.4]],
  "spin_multiplicity": 1,
  "e_tot_ha": -1933.5414,
  "relative_energy_kj_mol": 0.0
}


2.
{
  "formula": "C9H8ClNO",
  "method": "ωB97M-V/def2-TZVPD",
  "species": ["C", "C", "C", "C", "C", "C", "C", "C", "C", "N", "O", "Cl", "H", "H", "H", "H", "H", "H", "H", "H"],
  "positions_angstrom": [[-2.12196, -1.87735, 0.50393], [-1.04603, -2.36263, 1.22945], [-2.12473, -0.54243, 0.13697], [-0.01088, -1.48764, 1.54370], [-1.03744, 0.25111, 0.50678], [2.01254, 1.51477, -1.41225], [1.22497, 2.49070, -0.98652], [-1.04952, 1.66596, 0.11873], [0.57187, 2.47738, 0.33057], [0.00150, -0.22013, 1.19026], [-1.96466, 2.28662, -0.31868], [0.22388, 4.07773, 0.97150], [-2.94582, -2.52160, 0.23417], [-1.00707, -3.39231, 1.54580], [-2.93673, -0.10085, -0.41863], [0.84821, -1.82202, 2.10917], [2.46327, 1.54502, -2.38965], [2.23271, 0.65590, -0.80117], [1.00809, 3.34488, -1.61359], [1.06905, 1.86846, 1.07879]],
  "forces_ev_per_angstrom": [[0.1, 0.0, 0.1], [0.0, 0.2, -0.1], [0.2, 0.1, 0.1], [-0.1, -0.5, 0.1], [-0.7, -1.1, -0.1], [0.0, 0.1, -0.1], [0.2, 0.1, -0.2], [3.1, 2.5, 0.2], [-3.0, -1.7, 0.2], [0.1, 0.6, -0.1], [-0.1, -0.3, 0.0], [0.1, 0.2, 0.0], [0.0, -0.1, 0.0], [0.0, -0.1, 0.0], [-0.1, 0.0, 0.0], [0.0, -0.1, 0.0], [0.0, 0.0, -0.2], [0.1, -0.2, 0.2], [0.0, 0.0, -0.1], [0.1, 0.2, -0.1]],
  "spin_multiplicity": 1,
  "e_tot_ha": -937.8942,
  "relative_energy_kj_mol": 58.7
}


3.
{
  "formula": "C9H8ClNO",
  "method": "ωB97M-V/def2-TZVPD",
  "species": ["C", "C", "C", "C", "C", "C", "C", "C", "C", "H", "H", "H", "H", "H", "H", "H", "H", "N", "O", "Cl"],
  "positions_angstrom": [[2.69809, 0.21848, -0.01366], [2.11070, -0.54592, -1.13579], [0.80071, -0.93300, -0.96206], [0.07051, -0.83930, 0.16396], [-1.30021, -1.30853, 0.04872], [-2.43741, -0.51027, -0.24104], [-1.65224, 1.93071, 0.01202], [0.80023, -0.43592, 1.31416], [2.09569, 0.10162, 1.28747], [2.67839, -0.43198, -2.00450], [0.49753, -1.45110, -1.92840], [-1.49580, -2.40587, 0.21911], [-3.33006, -1.05292, -0.43892], [-3.57846, 0.96856, -0.32896], [-0.54424, 1.53461, -0.06803], [0.35425, -0.57723, 2.22788], [2.74315, 0.45444, 2.15635], [-2.62794, 0.92783, 0.13144], [-2.05380, 3.00929, -0.27141], [4.17092, 1.34649, -0.16832]],
  "forces_ev_per_angstrom": [[-0.7, -0.9, 0.0], [1.7, 4.0, 4.5], [1.6, -1.7, -4.6], [1.1, 0.3, 1.9], [-4.2, 0.8, -0.1], [4.8, -0.6, 3.4], [0.0, -2.2, -2.1], [0.7, 0.2, -1.5], [1.3, 0.5, -1.7], [0.3, -0.5, -1.6], [-0.7, 0.7, 1.5], [0.2, 1.2, -0.9], [-0.8, 0.0, 0.0], [1.5, 2.1, 1.1], [-1.9, 0.9, 0.8], [-1.1, -0.1, 2.1], [-1.5, -0.5, -1.0], [-1.2, -4.5, -2.2], [0.7, 2.1, 0.4], [-1.7, -1.8, 0.0]],
  "spin_multiplicity": 1,
  "e_tot_ha": -937.8312,
  "relative_energy_kj_mol": 224.4
}


4.
{
  "formula": "C9H8ClNO2",
  "method": "ωB97M-V/def2-TZVPD",
  "species": ["C", "C", "C", "C", "C", "C", "C", "C", "C", "N", "O", "O", "Cl", "H", "H", "H", "H", "H", "H", "H", "H"],
  "positions_angstrom": [[-1.01329, -2.20403, -1.23131], [-1.60909, -2.37766, -0.00493], [-0.19713, -1.08732, -1.34672], [-1.46666, -1.42726, 0.97577], [-0.17424, -0.03216, -0.43543], [-0.82714, -0.21958, 0.78210], [2.04278, 0.74989, -1.07890], [0.93111, 1.81278, 1.09610], [0.70851, 1.22040, -0.50457], [-0.45378, 1.92447, 1.64462], [3.14358, 0.92282, -0.63920], [-0.84290, 0.58365, 1.93104], [0.11189, 2.38348, -1.71598], [-1.01858, -2.89553, -1.95546], [-2.17570, -3.35837, 0.08429], [0.39336, -0.87203, -2.21596], [-1.83889, -1.56695, 1.87876], [1.84019, 0.21062, -2.12949], [1.60077, 1.10595, 1.42327], [1.41598, 2.80753, 0.90252], [-0.57078, 2.31930, 2.53947]],
  "forces_ev_per_angstrom": [[1.5, 3.1, 2.4], [-1.0, -1.9, -0.4], [-0.3, 1.2, -0.8], [0.8, 0.3, -2.8], [0.3, 1.0, 1.7], [-0.4, -0.5, 0.6], [-0.2, -0.4, -2.1], [-2.6, 2.5, -4.7], [0.5, -0.6, 2.0], [1.6, -1.1, -1.9], [-0.5, -0.1, 0.2], [0.0, -0.9, -1.5], [-0.1, 0.2, 0.3], [-0.2, -2.4, -2.5], [0.6, 1.5, 0.6], [-0.2, -0.5, -0.6], [-1.9, -0.8, 4.0], [0.9, 1.0, 1.8], [1.3, -1.6, 1.8], [-0.6, -0.9, 0.7], [0.5, 0.8, 1.2]],
  "spin_multiplicity": 1,
  "e_tot_ha": -1013.0569,
  "relative_energy_kj_mol": 293.3
}


5.
{
  "formula": "C9H8F5N2O",
  "method": "ωB97M-V/def2-TZVPD",
  "species": ["O", "F", "F", "F", "F", "F", "C", "C", "C", "C", "C", "C", "C", "N", "C", "C", "N", "H", "H", "H", "H", "H", "H", "H", "H"],
  "positions_angstrom": [[-0.64114, -2.74470, -0.76977], [1.96471, 4.20342, -0.84718], [0.72692, 3.35497, -3.01595], [2.72073, 2.42068, 1.29731], [-0.19647, 0.75131, -3.01547], [2.22313, -0.29401, 0.96514], [-0.31388, -1.70336, -0.31099], [1.62656, 2.95419, -0.81226], [1.06494, 2.54396, -1.96194], [2.05743, 1.98948, 0.19928], [0.65935, 1.13450, -2.00546], [1.72556, 0.63394, 0.09692], [0.92988, 0.23171, -0.99306], [0.44121, -1.05609, -1.22408], [-1.90346, -0.25637, 1.05954], [-0.82002, -1.32551, 1.13287], [-1.40418, -2.48826, 1.74174], [0.28094, -1.30671, -2.19768], [-2.34595, 0.09417, 2.03433], [-2.72982, -0.64287, 0.55728], [-1.61091, 0.65139, 0.62803], [0.03059, -0.89701, 1.79955], [-0.61572, -2.95046, 2.19472], [-1.73593, -3.09563, 1.04109], [-2.13444, -2.20275, 2.40606]],
  "forces_ev_per_angstrom": [[-2.8, -4.2, 0.8], [0.7, 1.6, 1.4], [0.7, -1.2, 2.0], [-0.4, -0.2, -1.2], [1.3, 0.3, 1.1], [-0.7, 0.9, -0.5], [0.6, -0.1, -0.6], [1.4, -1.4, 0.7], [-2.5, -3.4, -2.3], [-0.5, 0.6, 0.3], [-0.6, 2.5, -0.6], [0.4, 0.8, -0.3], [0.4, 0.9, -1.3], [0.9, 2.6, 1.8], [-0.2, 0.1, 2.0], [2.2, 4.2, -0.4], [1.3, 0.1, 1.8], [0.0, -0.3, 0.5], [0.9, -0.7, -0.4], [-1.5, -0.6, -1.3], [0.7, 1.1, -1.0], [-1.3, -1.1, -1.2], [-0.5, -0.6, 0.5], [-0.9, -1.3, -1.7], [0.3, -0.4, -0.1]],
  "spin_multiplicity": 1,
  "charge": 1,
  "e_tot_ha": -1031.5089,
  "relative_energy_kj_mol": 116.6
}


6.
{
  "formula": "C9H8IN",
  "method": "ωB97M-V/def2-TZVPD",
  "species": ["C", "C", "C", "C", "C", "C", "C", "C", "C", "N", "I", "H", "H", "H", "H", "H", "H", "H", "H"],
  "positions_angstrom": [[0.26581, 1.91970, 1.40662], [1.02828, 1.56665, 2.52329], [1.11240, -0.60091, 1.99743], [0.07859, 0.86365, 0.47777], [0.42655, -0.42299, 0.78506], [-0.57350, 0.87896, -0.83103], [-0.61669, -0.51308, -1.38925], [0.18185, -1.37462, -0.39362], [-1.06531, -1.04908, -2.65977], [1.36594, 0.33115, 2.87334], [-1.70222, 2.22120, -1.95371], [-0.17204, 2.99905, 1.32492], [1.23580, 2.32296, 3.23309], [1.24965, -1.63205, 2.45844], [1.15151, -1.50444, -0.78644], [-0.28444, -2.36290, -0.19621], [-1.08626, -0.39579, -3.56940], [-2.08709, -1.32287, -2.47889], [-0.50882, -1.92461, -2.82163]],
  "forces_ev_per_angstrom": [[0.1, 0.6, -0.1], [-1.4, 0.8, -0.5], [-1.1, -3.2, 0.6], [-1.5, 2.2, -0.4], [1.2, -1.1, 0.4], [-1.1, -5.5, -2.9], [2.4, 5.3, 3.8], [-1.7, 1.1, 0.8], [-1.0, 1.2, -0.7], [0.7, 0.8, -0.1], [0.4, 0.4, 0.5], [1.0, -2.3, -0.2], [0.3, 0.7, 0.7], [0.2, 1.0, -1.2], [1.3, -0.6, -0.8], [0.3, 0.6, 0.1], [0.3, -0.3, 1.0], [-0.9, -0.5, -0.3], [0.6, -1.3, -0.7]],
  "spin_multiplicity": 1,
  "e_tot_ha": -700.1422,
  "relative_energy_kj_mol": 9.6
}


7.
{
  "formula": "C9H8N2",
  "method": "ωB97M-V/def2-TZVPD",
  "species": ["C", "C", "C", "C", "C", "C", "C", "C", "C", "H", "H", "H", "H", "H", "H", "H", "H", "N", "N"],
  "positions_angstrom": [[-1.32872, 0.62710, -0.00005], [-2.20747, -0.46650, -0.16565], [-1.69531, -1.81667, -0.15387], [-0.38582, -2.11762, 0.18797], [0.65906, -1.03183, 0.12438], [2.75138, -0.35120, 0.00921], [2.39769, 0.97903, -0.10841], [1.08897, 1.31707, -0.09737], [0.09914, 0.30102, -0.07796], [-2.73491, 2.03851, -0.04612], [-1.50872, 2.41695, 1.15164], [-3.34863, -0.33752, -0.48943], [-2.29895, -2.72062, -0.15070], [0.16832, -3.03340, 0.27557], [3.88415, -0.48571, 0.07561], [3.32106, 1.65549, -0.16329], [0.85161, 2.42885, -0.44188], [-1.70890, 1.93837, 0.10088], [1.99606, -1.34131, -0.03053]],
  "forces_ev_per_angstrom": [[0.5, -3.5, -0.5], [-1.1, 0.2, -1.2], [1.3, -0.3, 1.6], [2.5, 3.0, -1.2], [-3.6, -0.4, -1.7], [5.0, 1.8, -0.3], [1.8, 1.6, 0.6], [-0.7, 3.2, -2.3], [0.9, -0.2, 2.1], [1.1, -0.1, 0.2], [-0.5, -1.9, -3.8], [2.6, 0.0, 1.2], [-0.7, 0.6, -0.4], [-0.9, -1.0, 0.0], [-1.5, -0.4, -0.3], [-2.0, -0.5, 0.0], [0.1, -2.4, 1.3], [-1.1, 3.0, 3.2], [-3.7, -2.6, 1.6]],
  "spin_multiplicity": 1,
  "e_tot_ha": -457.1976,
  "relative_energy_kj_mol": 212.9
}


8.
{
  "formula": "C9H8N2O3",
  "method": "ωB97M-V/def2-TZVPD",
  "species": ["O", "O", "O", "C", "C", "C", "C", "C", "C", "C", "N", "N", "C", "C", "H", "H", "H", "H", "H", "H", "H", "H"],
  "positions_angstrom": [[-1.15778, -0.84346, -3.93443], [1.84974, -1.43479, -3.22754], [-1.98336, 0.64426, 0.97817], [-0.63441, -0.73298, -2.83138], [1.79109, -0.64283, -0.19706], [1.47791, -0.09206, 1.07671], [-0.73304, 0.35392, 0.53461], [-0.42505, -0.10359, -0.75738], [0.82623, -0.60027, -1.11909], [0.29577, 0.55685, 1.37478], [-1.33729, -0.24983, -1.79670], [0.73930, -0.98592, -2.45432], [-1.70905, 0.71684, 2.39403], [-0.21305, 1.03211, 2.62944], [2.24031, -0.71091, -3.83816], [2.75742, -1.18975, -0.48797], [2.35807, -0.00555, 1.69131], [-2.11579, 0.44729, -1.80306], [-2.22831, 1.53781, 2.79737], [-2.04736, -0.18709, 2.81204], [0.07913, 2.09569, 2.73673], [0.16953, 0.39426, 3.42188]],
  "forces_ev_per_angstrom": [[1.4, -0.4, 0.4], [-0.9, 1.1, -0.2], [1.0, 0.3, 0.3], [-0.4, -0.4, -4.8], [2.4, -0.9, 1.4], [2.4, 0.4, -1.4], [-0.2, -0.6, -4.2], [-1.4, 0.4, 1.6], [-1.3, 0.6, -0.9], [2.0, -2.3, -0.6], [0.3, 1.2, 2.6], [-0.8, 0.5, -0.2], [0.1, 1.8, 0.4], [-0.4, 0.1, 1.0], [-1.5, -1.0, 1.6], [-1.4, 1.2, 0.9], [-0.1, -0.1, 0.8], [0.9, -1.4, -0.9], [-1.3, 0.8, 0.4], [-0.1, -1.2, 0.7], [-0.6, -0.4, 0.5], [0.1, 0.5, 0.4]],
  "spin_multiplicity": 1,
  "e_tot_ha": -682.8997,
  "relative_energy_kj_mol": 115.6
}


9.
{
  "formula": "C9H8N2S2",
  "method": "ωB97M-V/def2-TZVPD",
  "species": ["C", "C", "C", "C", "C", "C", "C", "C", "C", "H", "H", "H", "H", "H", "H", "H", "H", "N", "N", "S", "S"],
  "positions_angstrom": [[-2.40735, 0.79687, -2.31335], [-2.19229, 0.09721, -1.02050], [-1.10587, -0.48089, -0.47019], [1.58596, 0.21604, -0.17444], [1.45029, 1.49474, 0.34033], [2.41616, 1.90095, 1.27552], [3.34325, 0.98998, 1.78159], [3.60368, -0.28603, 1.17084], [2.69855, -0.58561, 0.08339], [-3.64622, 0.82403, -2.40914], [-2.10739, 0.14310, -3.07230], [-1.90087, 1.85579, -2.33827], [0.56375, 2.01696, 0.00914], [2.46200, 2.91304, 1.72843], [4.02468, 1.43000, 2.55815], [4.25230, -1.01826, 1.83001], [2.87494, -1.53042, -0.26787], [-3.31311, -0.11148, -0.28693], [-3.07547, -0.76625, 0.83103], [-1.51801, -1.15072, 1.02346], [0.38317, -0.43363, -1.39133]],
  "forces_ev_per_angstrom": [[-2.8, 2.1, 0.9], [-1.7, 0.0, 0.1], [1.8, 0.5, -0.4], [0.4, -0.8, -1.2], [0.5, -0.5, 0.5], [-0.5, 0.3, 0.4], [1.8, -0.1, -0.5], [-1.7, 1.3, 1.6], [1.3, 1.2, 3.6], [3.4, 0.5, 0.2], [0.8, -0.5, -1.5], [-1.1, -2.1, -0.2], [0.2, 0.6, 0.2], [-0.5, -0.7, -0.5], [-0.7, -0.9, -0.6], [-1.1, 1.3, -2.3], [-0.3, -2.2, -1.5], [-0.1, -0.9, 1.9], [-1.5, 1.0, -0.8], [0.7, -0.3, -0.4], [1.0, 0.1, 0.7]],
  "spin_multiplicity": 1,
  "e_tot_ha": -1253.5504,
  "relative_energy_kj_mol": 96.3
}


10.
{
  "formula": "C9H8N3O",
  "method": "ωB97M-V/def2-TZVPD",
  "species": ["C", "C", "C", "C", "C", "C", "C", "C", "C", "N", "N", "N", "O", "H", "H", "H", "H", "H", "H", "H", "H"],
  "positions_angstrom": [[-1.58026, -2.48006, -0.30177], [0.95329, 1.06921, -0.83329], [1.96670, 0.22532, -0.19904], [-0.52674, -1.59738, -0.64632], [1.71788, -1.09198, 0.11420], [-0.87850, -0.35046, -0.30249], [-2.72306, -1.86096, 0.26994], [-2.11512, -0.39992, 0.66766], [3.28627, 0.81968, 0.16110], [-0.27569, 0.82950, -0.58546], [-0.72751, -2.87080, -1.15843], [1.96192, -2.23743, 0.36825], [1.98885, -3.42114, 0.42238], [1.37640, 2.03884, -1.22045], [-3.58420, -1.82518, -0.45270], [-3.13053, -2.34767, 1.06531], [-1.73653, -0.41752, 1.70401], [-2.84574, 0.34762, 0.64671], [4.08596, 0.34721, -0.47192], [3.28399, 1.83870, 0.33411], [3.55074, 0.37943, 1.12088]],
  "forces_ev_per_angstrom": [[1.1, 0.3, -1.0], [3.4, -0.6, 1.0], [-0.5, 1.4, -1.4], [-0.1, -1.5, -0.3], [0.2, -1.8, 0.7], [-0.4, 4.6, 1.3], [-0.9, 3.0, -0.5], [0.9, -2.6, -0.6], [0.7, -3.5, 0.3], [-2.5, -1.2, 0.0], [0.8, -1.8, -1.1], [-0.3, 1.0, -0.7], [0.1, 0.5, 0.2], [-1.1, -0.9, 0.3], [1.0, 0.1, 0.2], [-1.0, -1.5, 2.5], [-0.1, -0.2, -0.3], [-0.9, 1.4, -0.5], [-0.6, 1.1, 0.1], [0.1, 2.1, -0.5], [0.0, 0.0, 0.4]],
  "spin_multiplicity": 1,
  "charge": 1,
  "e_tot_ha": -586.6517,
  "relative_energy_kj_mol": 839.3
}